[1]
Computed, not measured: a structure of composition C20H27BrF6FeN5O7PS2, with the ωB97M-V functional and the def2-TZVPD basis.

Computed properties:
relative energy (zero: lowest compared OMol25 entry of this formula, charge and spin) = 0.0 kcal/mol
highest occupied orbital energy (alpha / beta) = -11.995 / -11.992 eV
electronic energy = -194652.4557 eV
LUMO (alpha / beta) = -2.91 / -5.18 eV
frontier orbital gap (alpha / beta) = 0.3337 / 0.2503 hartree
multiplicity = 6
charge = +1

Atoms and positions in Å:
Br  -2.01  -7.31  -0.83
Fe  0.23  -0.20  -0.29
S  -0.09  2.35  -2.18
S  2.46  1.31  -1.97
P  1.13  0.86  2.76
F  -2.19  1.43  -3.41
F  -0.40  1.53  -4.63
F  -0.61  -0.02  -3.13
F  4.24  -0.17  -3.13
F  3.81  1.70  -4.15
F  2.40  0.05  -4.25
O  -0.69  3.62  -2.32
O  0.08  -2.18  -0.49
O  -0.32  1.66  -0.90
O  -1.65  -0.86  -0.58
O  1.80  0.08  -1.45
O  3.46  1.85  -1.12
O  0.48  0.18  1.52
N  0.53  0.16  4.11
N  2.72  0.63  2.65
N  -4.04  -3.96  -2.07
N  0.81  2.45  2.80
N  1.44  2.34  -2.54
C  0.30  4.42  1.55
C  3.40  -0.22  1.65
C  3.29  0.68  -3.50
C  3.71  1.45  3.39
C  1.21  -1.06  4.62
C  -1.14  -1.37  4.82
C  0.17  -1.68  5.54
C  -0.89  1.25  -3.44
C  -2.03  -3.19  -1.05
C  1.32  3.28  1.67
C  -0.93  0.06  4.34
C  -3.66  -5.20  -1.80
C  -1.19  -2.05  -0.69
C  4.88  0.11  1.84
C  -1.62  -4.49  -0.78
C  -3.25  -2.97  -1.69
C  -0.42  3.05  3.37
C  4.87  1.52  2.42
C  -2.46  -5.51  -1.16
C  -0.31  4.50  2.95
H  -1.23  0.78  5.12
H  -4.33  -6.00  -2.11
H  3.19  -1.28  1.82
H  3.28  2.42  3.66
H  -1.28  5.00  2.96
H  5.81  1.79  2.91
H  3.07  0.04  0.65
H  -0.44  2.91  4.45
H  5.43  0.03  0.90
H  -2.02  -1.46  5.46
H  0.34  -2.75  5.69
H  -1.32  2.59  2.94
H  -0.67  -4.69  -0.30
H  -1.50  0.29  3.44
H  4.00  0.94  4.32
H  0.78  5.34  1.24
H  -0.46  4.17  0.81
H  0.36  5.04  3.62
H  1.45  -1.75  3.80
H  2.32  3.64  1.91
H  -3.58  -1.96  -1.91
H  2.14  -0.80  5.13
H  -1.27  -2.04  3.97
H  5.33  -0.58  2.55
H  0.19  -1.19  6.51
H  1.39  2.69  0.75
H  4.66  2.25  1.64


[2]
Computed, not measured: a structure of composition C29H32MoN4O6S2, with the ωB97M-V functional and the def2-TZVPD basis.

Computed properties:
relative energy (zero: lowest compared OMol25 entry of this formula, charge and spin) = 24.3 kcal/mol
highest occupied orbital energy = -14.262 eV
electronic energy = -72351.5553 eV
LUMO = -6.71 eV
frontier orbital gap = 0.2774 hartree
charge = +2

Atoms and positions in Å:
Mo  0.86  -0.19  -0.47
S  -0.05  0.89  1.99
S  -1.76  0.89  -2.53
O  -0.04  2.20  2.53
O  -0.46  0.61  -1.89
O  -2.77  -0.11  -2.45
O  1.77  2.40  -2.25
O  1.98  0.19  -1.99
O  -0.67  0.76  0.61
N  0.21  -1.72  -0.53
N  -1.29  1.04  -4.07
N  1.35  0.30  1.47
N  2.80  -1.10  0.05
C  -2.01  -1.93  4.85
C  -0.08  1.78  -4.48
C  -3.71  2.57  -1.77
C  4.44  -1.55  1.79
C  -1.79  -3.01  -0.24
C  -1.94  4.62  -1.11
C  -1.44  3.41  -1.56
C  -0.36  -3.04  -0.78
C  2.80  0.00  3.48
C  -2.34  2.40  -1.89
C  -2.29  -0.57  4.91
C  -0.33  -3.26  -2.29
C  4.00  -0.59  3.96
C  0.51  -4.06  -0.04
C  5.19  -2.29  0.85
C  4.80  -1.34  3.14
C  -3.85  6.13  -0.49
C  3.25  -0.97  1.33
C  -0.49  -1.58  3.02
C  1.23  1.04  -4.15
C  2.45  -0.20  2.18
C  4.73  -2.40  -0.44
C  1.68  1.31  -2.74
C  3.53  -1.79  -0.81
C  -1.11  -2.44  3.91
C  -0.79  -0.22  3.10
C  -4.19  3.78  -1.31
C  -3.32  4.82  -0.98
C  -1.67  0.30  4.03
H  -1.86  1.37  4.08
H  1.55  -4.03  -0.39
H  0.50  -3.89  1.04
H  2.20  0.62  4.14
H  -5.25  3.93  -1.21
H  -0.92  -2.50  -2.80
H  -2.07  1.09  -4.71
H  5.29  -2.96  -1.19
H  -4.63  6.51  -1.15
H  -1.26  5.41  -0.85
H  -4.30  6.01  0.50
H  -2.98  -0.19  5.65
H  -0.16  1.88  -5.55
H  -1.80  -2.81  0.83
H  5.71  -1.78  3.52
H  0.11  -5.05  -0.23
H  4.28  -0.43  4.99
H  -0.05  2.78  -4.05
H  3.17  -1.85  -1.83
H  0.69  -3.24  -2.67
H  -0.76  -4.24  -2.51
H  2.01  1.43  -4.81
H  0.23  -1.95  2.30
H  -2.37  -2.24  -0.75
H  -0.37  3.27  -1.64
H  6.12  -2.76  1.15
H  -2.49  -2.61  5.54
H  -0.89  -3.49  3.89
H  -2.25  -3.98  -0.43
H  -4.39  1.76  -2.02
H  -3.07  6.88  -0.41
H  1.13  -0.03  -4.33


[3]
Computed, not measured: a structure of composition C45H43Br2HgN6O2S3, with the ωB97M-V functional and the def2-TZVPD basis.

Computed properties:
highest occupied orbital energy (alpha / beta) = -6.027 / -7.278 eV
electronic energy = -237166.7282 eV
LUMO (alpha / beta) = -0.27 / -0.29 eV
frontier orbital gap (alpha / beta) = 0.2114 / 0.2566 hartree
multiplicity = 2
charge = 0

Atoms and positions in Å:
Hg  0.03  0.48  -0.79
Br  0.15  7.60  -2.57
Br  -0.39  1.92  -7.83
S  0.13  1.06  1.69
S  -2.61  1.79  -0.72
S  2.50  1.14  -0.68
O  0.71  -1.79  -1.14
O  -1.49  -1.58  -1.10
N  -0.04  1.11  -3.27
N  -5.18  1.37  -0.50
N  2.20  0.91  3.33
N  0.04  3.10  -1.45
N  4.16  1.08  1.38
N  -3.86  -0.53  -0.86
C  -0.69  -5.96  -1.92
C  -0.99  -5.69  0.43
C  0.04  3.46  -2.73
C  6.50  3.23  0.95
C  1.71  -1.08  5.90
C  -0.59  -3.77  -0.95
C  -0.50  -4.59  -2.07
C  -0.23  1.57  -5.97
C  6.67  5.03  -0.64
C  -8.83  1.30  -0.23
C  0.03  5.38  -0.77
C  3.56  0.53  3.64
C  0.04  4.02  -0.50
C  -0.12  0.10  -4.14
C  -9.17  0.14  -0.92
C  2.83  1.06  1.00
C  1.82  1.00  2.01
C  -0.28  -1.06  4.57
C  1.37  -2.33  6.39
C  -3.97  0.78  -0.70
C  5.96  4.27  -1.55
C  -0.21  0.27  -5.51
C  1.27  0.94  4.46
C  -6.84  -0.24  -1.38
C  0.08  5.76  -2.10
C  0.89  -0.43  4.98
C  -8.17  -0.61  -1.50
C  -0.81  -4.32  0.32
C  -1.14  -8.01  -0.55
C  -7.51  1.68  -0.10
C  0.09  4.81  -3.10
C  -6.49  0.90  -0.66
C  -0.16  -4.00  -3.41
C  -0.78  -3.44  1.54
C  0.20  -2.95  5.98
C  -0.15  2.63  -5.09
C  5.50  3.00  -1.21
C  5.77  2.47  0.04
C  -0.05  2.37  -3.73
C  -0.95  -6.53  -0.68
C  4.49  1.34  2.76
C  6.95  4.50  0.62
C  -0.63  -2.30  5.07
C  5.28  1.09  0.44
C  -0.44  -2.28  -1.07
H  -7.26  2.58  0.44
H  -0.90  -3.24  -3.70
H  0.39  1.48  4.15
H  -4.64  -1.14  -0.66
H  3.76  0.73  4.69
H  -0.17  3.64  -5.47
H  -2.92  -0.94  -0.84
H  7.51  5.08  1.34
H  2.03  -2.83  7.10
H  -5.09  2.33  -0.24
H  0.21  -2.98  1.64
H  -1.16  -6.12  1.42
H  -0.97  -4.01  2.44
H  -9.61  1.91  0.21
H  4.99  0.52  -0.44
H  -0.92  -0.56  3.85
H  -1.50  -2.63  1.47
H  -0.26  -0.57  -6.18
H  4.94  2.42  -1.93
H  0.00  6.11  0.03
H  4.37  2.41  3.00
H  1.76  1.50  5.26
H  -0.13  -4.76  -4.19
H  3.73  -0.54  3.45
H  -0.17  -8.53  -0.61
H  -1.55  -2.78  4.75
H  -0.11  -0.89  -3.71
H  0.14  5.12  -4.13
H  5.75  4.67  -2.54
H  -1.59  -8.28  0.41
H  2.61  -0.59  6.25
H  5.52  1.06  2.94
H  -1.77  -8.40  -1.35
H  -0.07  -3.92  6.37
H  6.10  0.56  0.94
H  -6.08  -0.81  -1.91
H  0.81  -3.51  -3.36
H  7.03  6.01  -0.90
H  -10.21  -0.16  -1.01
H  0.03  3.65  0.52
H  -8.42  -1.50  -2.06
H  -0.63  -6.60  -2.79
H  6.74  2.82  1.92


Please write out number 2 again, unchanged.
Computed, not measured: a structure of composition C29H32MoN4O6S2, with the ωB97M-V functional and the def2-TZVPD basis.

Computed properties:
relative energy (zero: lowest compared OMol25 entry of this formula, charge and spin) = 24.3 kcal/mol
highest occupied orbital energy = -14.262 eV
electronic energy = -72351.5553 eV
LUMO = -6.71 eV
frontier orbital gap = 0.2774 hartree
charge = +2

Atoms and positions in Å:
Mo  0.86  -0.19  -0.47
S  -0.05  0.89  1.99
S  -1.76  0.89  -2.53
O  -0.04  2.20  2.53
O  -0.46  0.61  -1.89
O  -2.77  -0.11  -2.45
O  1.77  2.40  -2.25
O  1.98  0.19  -1.99
O  -0.67  0.76  0.61
N  0.21  -1.72  -0.53
N  -1.29  1.04  -4.07
N  1.35  0.30  1.47
N  2.80  -1.10  0.05
C  -2.01  -1.93  4.85
C  -0.08  1.78  -4.48
C  -3.71  2.57  -1.77
C  4.44  -1.55  1.79
C  -1.79  -3.01  -0.24
C  -1.94  4.62  -1.11
C  -1.44  3.41  -1.56
C  -0.36  -3.04  -0.78
C  2.80  0.00  3.48
C  -2.34  2.40  -1.89
C  -2.29  -0.57  4.91
C  -0.33  -3.26  -2.29
C  4.00  -0.59  3.96
C  0.51  -4.06  -0.04
C  5.19  -2.29  0.85
C  4.80  -1.34  3.14
C  -3.85  6.13  -0.49
C  3.25  -0.97  1.33
C  -0.49  -1.58  3.02
C  1.23  1.04  -4.15
C  2.45  -0.20  2.18
C  4.73  -2.40  -0.44
C  1.68  1.31  -2.74
C  3.53  -1.79  -0.81
C  -1.11  -2.44  3.91
C  -0.79  -0.22  3.10
C  -4.19  3.78  -1.31
C  -3.32  4.82  -0.98
C  -1.67  0.30  4.03
H  -1.86  1.37  4.08
H  1.55  -4.03  -0.39
H  0.50  -3.89  1.04
H  2.20  0.62  4.14
H  -5.25  3.93  -1.21
H  -0.92  -2.50  -2.80
H  -2.07  1.09  -4.71
H  5.29  -2.96  -1.19
H  -4.63  6.51  -1.15
H  -1.26  5.41  -0.85
H  -4.30  6.01  0.50
H  -2.98  -0.19  5.65
H  -0.16  1.88  -5.55
H  -1.80  -2.81  0.83
H  5.71  -1.78  3.52
H  0.11  -5.05  -0.23
H  4.28  -0.43  4.99
H  -0.05  2.78  -4.05
H  3.17  -1.85  -1.83
H  0.69  -3.24  -2.67
H  -0.76  -4.24  -2.51
H  2.01  1.43  -4.81
H  0.23  -1.95  2.30
H  -2.37  -2.24  -0.75
H  -0.37  3.27  -1.64
H  6.12  -2.76  1.15
H  -2.49  -2.61  5.54
H  -0.89  -3.49  3.89
H  -2.25  -3.98  -0.43
H  -4.39  1.76  -2.02
H  -3.07  6.88  -0.41
H  1.13  -0.03  -4.33


The highest electronic energy belongs to which entry?
C29H32MoN4O6S2